Entry from the Open Molecules 2025 dataset: a molecular structure, C34H55BrN2OSi4Ta (the ωB97M-V functional and the def2-TZVPD basis).

XYZ file:
```
98
Properties=species:S:1:pos:R:3:forces:R:3
H 2.69409 0.13873 -2.22473 0.023 0.020 -0.007
C -1.47138 0.23486 3.13242 -0.059 0.009 0.042
C -4.65523 -0.85343 -0.26341 -0.014 -0.041 0.001
H -0.75139 4.17783 -3.44619 0.005 0.006 -0.001
H 3.58956 -1.35731 4.24969 -0.050 -0.001 0.000
H 0.21887 1.18239 5.74785 0.009 -0.020 0.030
C 1.27984 1.02278 -5.50475 0.005 0.006 0.002
C 0.09112 1.44931 0.04680 -0.074 -0.062 -0.057
C 2.12213 -3.70567 2.05383 0.022 -0.047 0.000
H -3.26368 0.99386 -1.64903 0.013 0.017 -0.030
C 3.55559 1.47022 1.72482 -0.035 -0.017 0.179
H 0.54280 -5.30460 -3.48568 0.005 -0.002 -0.004
C -1.11223 4.58739 -2.50972 -0.004 -0.026 -0.032
H -2.74845 1.49404 -0.07376 -0.037 -0.012 -0.008
C 4.21377 -1.46148 1.32177 -0.020 0.006 0.110
C -2.06060 5.67262 -0.13271 -0.007 0.000 0.001
H 1.83170 0.57902 5.43763 0.052 -0.012 0.016
Ta 0.34834 -0.58060 0.31963 -1.510 -0.144 0.620
H 4.01624 -0.31424 -1.10950 -0.003 -0.015 0.009
H 2.89205 2.29488 1.48355 -0.056 0.050 -0.020
H 1.38158 -3.08953 -4.29981 0.003 -0.001 -0.002
C -0.01563 -4.53259 -1.56587 -0.039 -0.054 0.141
H -0.41692 -5.46110 -1.18359 0.008 -0.004 -0.011
C -4.72141 -1.73955 -1.49991 0.050 0.016 0.026
N -2.14549 -0.46740 -0.55445 0.088 0.061 0.086
H 3.23648 1.29909 -1.00166 -0.034 -0.003 0.053
C -1.28251 3.75837 -1.39734 0.017 -0.001 0.007
H 3.92447 -2.29214 0.68162 0.030 -0.011 -0.025
H 3.83457 1.58557 2.77951 0.008 0.030 -0.009
H -1.28171 6.57087 -3.30503 0.002 -0.001 -0.002
H 1.65963 2.65559 -2.56979 0.009 0.000 0.004
C 1.87546 1.78699 -4.50781 0.022 -0.006 0.007
H -2.43523 6.09709 0.78896 0.003 0.002 0.001
H -0.09484 -4.00476 4.09582 -0.022 0.004 0.011
H -2.10896 -2.37915 -1.41963 0.000 0.092 -0.045
H -3.06152 -1.87708 0.73733 0.003 -0.029 0.009
H -0.60005 1.77280 0.84137 0.027 -0.014 0.029
H -0.14554 -2.56375 5.08147 -0.010 0.041 0.051
H -0.05388 2.95506 3.75827 0.000 -0.005 0.015
Si 2.85855 -0.22260 1.55534 0.431 -0.027 -0.327
C -0.66940 0.74573 -4.12215 -0.045 0.021 0.029
H -5.70003 -1.67222 -1.97163 -0.001 0.006 -0.010
C -0.10034 -2.91188 4.05143 -0.011 -0.038 -0.031
H 5.07987 -0.95833 0.88723 -0.010 0.015 -0.007
C -3.61644 -1.34571 -2.47247 -0.023 -0.032 0.010
H 0.68052 2.84686 2.17493 0.021 -0.035 0.047
O 2.12387 -0.29740 -0.27013 1.505 0.242 0.074
H 1.59823 -4.63877 2.27500 -0.002 0.004 -0.019
H -1.92038 -0.27926 3.98641 0.013 0.011 -0.010
Si 1.48989 -2.36848 3.22733 0.057 0.011 0.040
H -4.58425 -2.78572 -1.20611 -0.014 -0.006 0.004
C 1.21012 -0.67639 2.23073 -0.310 -0.009 -0.281
H 3.17903 -3.89632 2.23721 0.017 0.006 0.019
C 3.09175 0.24434 -1.22298 -0.077 -0.010 -0.349
C -2.41860 0.95342 -0.96781 -0.026 -0.062 -0.017
C 0.94400 -2.11955 -2.45443 0.027 -0.022 -0.023
H -3.83550 -0.38533 -2.94171 0.025 0.016 0.005
C 2.81881 -2.08700 4.51222 0.026 -0.004 0.004
C 1.20116 2.01230 -3.31619 0.009 -0.046 0.003
H -2.07731 1.12211 2.93791 0.025 0.019 -0.018
H -1.69025 0.39295 -4.02668 -0.001 -0.035 0.023
H 1.79505 0.86102 -6.44236 0.003 -0.005 -0.002
C -1.88391 6.48140 -1.24992 0.000 0.003 0.010
C -1.76138 4.32373 -0.20765 0.005 -0.012 -0.005
H 0.49316 -0.54780 5.71590 -0.025 -0.079 -0.030
H -3.26537 -0.19238 1.22110 0.064 0.046 0.068
C 0.71170 2.42824 3.17822 0.035 0.008 -0.044
C 0.00227 0.51275 -5.31571 -0.019 0.002 0.008
H -4.95529 0.16880 -0.50067 -0.004 -0.009 -0.004
C -2.26373 -1.35524 -1.76702 -0.042 -0.072 0.042
H -2.11795 7.53592 -1.19270 -0.002 0.000 -0.001
H -1.59691 -0.45415 2.28934 -0.074 -0.050 -0.066
H 2.40591 -1.78434 5.47099 -0.023 0.023 0.034
H 2.84902 2.23032 -4.67452 -0.003 -0.001 -0.004
H 1.66491 2.69113 3.63882 0.020 0.023 -0.018
C -1.41264 5.94042 -2.43608 0.004 -0.007 -0.003
H 1.26962 -1.13715 -2.77177 -0.042 -0.024 -0.043
H -0.48471 -0.03517 -6.11185 -0.003 -0.001 -0.001
H -1.03180 -2.60652 3.57151 0.028 0.033 0.017
C 0.98748 -3.20486 -3.30008 0.008 -0.012 0.007
H -1.46586 -1.09282 -2.45473 0.022 0.048 -0.071
Si 0.33677 0.61924 3.45465 0.001 0.030 0.037
C 0.51532 -4.43244 -2.84507 0.019 0.053 -0.040
N 0.45125 -2.21665 -1.20246 -0.042 0.102 0.138
Br -0.83637 -3.34786 0.91073 -0.009 0.189 -0.129
C 0.77728 0.38613 5.24237 -0.023 0.024 -0.018
Si -0.92525 1.95372 -1.50080 -0.064 0.104 -0.035
H -3.54560 -2.06572 -3.29079 -0.003 -0.001 -0.001
H -5.35428 -1.20304 0.49824 -0.005 0.012 -0.001
C -0.03050 -3.39180 -0.79646 0.041 -0.272 -0.253
C -3.26948 -0.87202 0.37668 -0.038 0.025 -0.012
H 4.54396 -1.87770 2.27425 0.005 0.000 -0.010
H 2.01102 -3.51649 0.98352 0.042 0.000 0.048
H 3.33532 -3.03728 4.67462 -0.004 -0.007 -0.007
C -0.07456 1.47570 -3.08663 0.055 -0.011 0.005
H 1.01234 2.02876 0.13122 0.010 -0.016 0.047
H 4.48260 1.55530 1.15610 -0.012 0.005 -0.031
H -1.91437 3.71114 0.67762 0.007 -0.006 0.006
```
Forces are in eV/Å.

Orbital gap   6.151 eV
Relative energy (zero: lowest compared OMol25 entry of this formula, charge and spin)   9.1 kJ/mol
Maximum force   0.032 hartree/bohr
Highest occupied orbital energy   -15.8 eV
Total charge   +3

Mulliken atomic charge list, values in e, 5 entries:
1 H 0.31
2 C -0.60
3 C -0.69
4 H 0.35
5 H 0.39

***

Entry from the Open Molecules 2025 dataset: a gas-phase ion, C26H41BrCl2FNO8PS (charge +1) (the ωB97M-V functional and the def2-TZVPD basis).

XYZ file:
```
82
Properties=species:S:1:pos:R:3:forces:R:3
C -0.57131 3.02881 2.32152 0.038 -0.750 0.974
H -6.89888 3.43850 2.98276 -0.144 -0.433 1.760
H -10.89792 1.16383 4.94592 1.554 -0.159 0.569
S 1.72077 -2.81639 1.32319 -3.913 -1.445 2.425
H -0.27011 3.91839 1.65573 -0.413 -1.306 1.165
H 2.59964 -7.59870 -2.83723 0.969 1.589 0.764
H 2.60722 0.34108 2.32607 -0.620 0.866 -1.295
Cl 5.06276 -5.05429 -0.71088 -1.454 1.141 -0.402
C 3.70391 -0.96842 -2.80618 -1.127 0.327 2.164
H -5.23692 1.56739 3.52329 0.300 1.400 1.117
H -1.04565 2.23243 1.63124 0.681 1.236 0.911
C 0.50245 1.81046 -2.87151 -1.721 0.050 -0.154
H 4.26617 -6.76239 -2.85292 -1.389 0.032 0.812
C 3.27683 -6.83889 -2.28570 -0.329 -0.538 -0.054
C 4.41560 -0.35507 -4.11711 0.213 -0.435 -0.489
H 2.79531 -4.88613 -0.01578 0.829 1.342 -1.524
H 0.51199 -0.08855 0.69893 1.691 0.817 -0.439
C 2.44992 -2.14516 -0.27252 1.493 2.791 -2.592
H 1.05752 1.33534 -0.29901 1.032 -1.635 0.512
H -7.31493 1.24775 5.28404 -0.761 0.890 -1.297
C 3.53345 -0.51484 -5.46999 0.141 -1.388 -0.214
H 4.45399 -4.84214 -3.86794 -0.778 0.647 0.162
O 3.60462 2.34610 -1.71942 -2.685 -3.396 -2.177
H 1.71213 3.21243 1.06285 0.204 -1.154 1.108
H 1.06396 2.80473 3.96339 -0.782 -0.515 -1.344
H 4.66132 0.75947 -4.02031 -0.489 -1.661 0.415
C -0.33869 1.68089 -4.23993 -1.480 2.259 -0.603
H 1.58030 -1.33992 -4.50525 1.297 -0.339 -1.060
H -3.84347 4.24524 4.55844 -0.839 -0.757 -1.580
H -9.26516 0.18166 4.81678 -1.336 1.222 0.774
O 6.28951 -3.40756 -3.22902 -3.856 0.113 -0.890
H 3.49748 -7.33191 -1.26455 -0.403 1.083 -1.567
H 0.35819 0.86637 -2.24267 0.529 1.005 -0.998
H 5.43144 -0.86448 -4.34347 -1.654 0.730 0.828
C 0.73394 2.32468 2.97876 0.089 0.899 -0.854
H -3.13234 1.83871 2.94683 -0.137 1.557 -0.219
P 4.80145 -3.47634 -3.69084 6.104 -0.084 0.932
C -6.79545 3.06492 4.06462 0.814 -1.101 0.873
H 4.23252 -0.92695 -6.29504 -1.157 0.889 1.356
C -1.68550 3.46615 3.41446 -0.237 -0.013 -1.795
N 3.17082 -3.03765 -1.20341 0.285 3.110 -1.186
C -7.76849 1.82617 4.38613 0.994 1.128 -0.129
C -5.27083 2.50234 4.19827 -1.079 1.335 -0.641
F 3.03397 -3.62126 2.04484 -2.314 1.461 -1.984
H -1.49540 3.00188 4.44545 -0.301 0.617 -1.550
H 0.55282 1.20421 3.20422 0.161 1.820 -0.451
H -1.67467 4.61661 3.50746 -0.047 -1.831 -0.005
H -4.99139 2.24276 5.28373 -0.569 0.228 -1.693
O -0.21894 0.43065 -4.94663 -0.690 1.719 1.699
H 2.66839 -2.64646 -5.39483 -0.565 1.811 0.352
H -0.52722 -0.28877 -4.34697 0.336 0.701 -0.477
O 0.61639 -3.77966 0.94988 4.597 2.740 0.769
C 2.53156 -5.40872 -2.11387 0.800 -1.167 0.264
H 1.69222 -1.41645 -6.33325 0.977 -0.230 1.631
C 2.30887 -1.54580 -5.36088 -0.471 0.327 -1.391
C 3.78910 -2.50687 -2.42287 -2.333 3.378 1.121
C 2.41623 1.03182 1.43960 1.404 1.315 -0.763
H 0.04634 2.67637 -2.25482 0.834 -1.251 -1.196
C 1.94797 2.50830 1.93175 0.526 -1.406 1.115
H -4.85925 4.39913 2.94838 0.776 -1.033 1.424
O 1.31569 -1.79119 2.30986 2.020 -2.187 -3.054
O 1.88120 2.12215 -3.20991 0.655 -2.338 2.276
H 2.40758 -4.85140 -3.10374 -0.035 -0.827 1.513
O -9.11007 2.28920 4.70306 0.879 -2.213 0.037
Br 2.92523 1.26759 -6.18298 0.432 -1.216 0.519
O -1.01246 2.64962 -4.63530 2.760 -4.172 1.145
C 2.80805 1.56993 -2.28676 1.775 3.126 1.709
H -9.65675 1.12002 6.40135 -0.434 -0.153 -1.761
H -7.75256 1.11930 3.46808 -0.250 0.970 1.384
H 4.79598 -2.87460 -5.01224 -1.042 -0.311 1.079
H -6.90288 3.91408 4.84110 -0.184 -1.299 -1.429
C 1.46545 0.43062 0.29281 -0.516 -0.656 0.661
H -3.17772 3.17471 1.67602 0.067 -0.059 1.772
C -9.80081 1.11027 5.25455 0.450 0.156 -0.008
C 2.27591 -0.61472 -0.60427 0.811 -0.586 -1.555
H 3.45283 1.20049 0.94373 -1.580 -0.417 0.664
C 2.91407 0.01993 -1.91108 0.284 -5.036 0.275
C -4.30009 3.68173 3.65915 0.325 -1.474 -0.567
C 3.31226 -4.50970 -0.98025 -1.080 -2.426 0.914
C -3.12075 2.97663 2.80888 0.978 0.605 1.257
H 2.83715 2.97057 2.50362 -1.273 -0.765 -1.059
Cl 0.84617 -5.82104 -1.43946 1.358 0.728 -0.753
```
Forces are in eV/Å.

Orbital gap   4.611 eV
SMILES   COCCCCCCCCCCCc1c(C(=O)OCC(=O)O)c(C[C@@H](C)Br)c([PH2]=O)[n+]([C@H](Cl)[C@@H](C)Cl)c1S(=O)(=O)F
Maximum force   0.120 hartree/bohr
Highest occupied orbital energy   -10.9 eV
Total charge   +1

Mulliken atomic charge list, values in e, 5 entries:
1 C -0.45
2 H 0.32
3 H 0.24
4 S 1.05
5 H 0.34

***

Entry from the Open Molecules 2025 dataset: a molecular structure, C25H24AlClNO2 (the ωB97M-V functional and the def2-TZVPD basis).

XYZ file:
```
54
Properties=species:S:1:pos:R:3:forces:R:3
C 3.23261 -1.29504 1.47191 0.011 -0.224 -0.011
H -4.10281 -2.07240 -2.39796 -0.012 -0.020 0.226
H -1.90246 -2.62208 -3.89324 0.037 0.300 0.075
H -1.03741 -1.64028 3.34131 0.373 0.416 -0.293
H 0.33270 -3.02384 1.91589 0.268 0.360 -0.123
C -2.09497 -1.66182 -3.42323 -1.578 1.091 -1.769
H -3.91001 3.29765 2.39881 0.198 -0.164 0.019
H 0.35369 1.37371 3.76272 0.044 -0.007 -0.204
C 1.56208 0.13963 2.46357 -0.437 -0.694 -0.221
H 1.98611 -0.96101 -5.57809 0.028 0.067 0.264
C 2.23039 -0.32910 -2.27767 -0.176 0.055 -1.132
C 0.65018 -0.93868 2.38129 0.768 -0.140 -0.188
C 1.57981 0.77055 -4.20641 0.234 -0.657 0.318
H 1.49883 1.79334 -2.21329 0.015 -0.247 -0.094
C -3.27206 -1.39923 -2.53930 1.428 0.590 0.659
H -1.02316 -0.24969 -4.76516 0.428 0.025 0.715
C 1.05642 -2.20028 1.92534 0.041 0.206 -0.166
C 2.41979 -1.22400 -3.38336 -0.817 0.903 -0.082
C -3.28114 2.40899 2.44165 -0.066 0.102 0.022
C -1.62917 0.14695 2.59456 0.127 0.586 -0.192
H 4.79318 0.72997 1.50909 -0.162 0.126 0.078
C -2.29025 0.61339 -3.15024 -0.899 0.156 0.947
H 1.18594 1.50904 -4.91214 0.198 -0.097 0.311
H -3.87160 0.52312 -1.54352 0.393 -0.058 -0.152
C 2.85629 -0.04828 1.96216 -0.152 -0.289 -0.197
H -4.23716 1.62079 4.22307 0.243 0.071 -0.153
H -2.20014 2.86933 0.61781 -0.122 -0.236 0.087
C -1.65419 -0.38876 -3.89112 -0.303 -1.326 0.199
Cl -0.52504 -3.41674 -1.35391 -0.017 -0.756 0.584
H 2.79737 -2.24022 -3.36130 -0.070 0.015 0.162
Al -1.72411 -1.71756 -1.37250 2.134 1.292 0.521
H -2.19694 1.68834 -3.31931 0.355 -0.455 0.362
H 3.99320 1.55709 2.86534 0.012 -0.022 -0.184
H 4.25190 -1.41332 1.10628 -0.264 -0.046 -0.068
C 3.83021 1.09335 1.88408 0.187 0.074 -0.001
C -2.63853 0.36224 3.54618 0.100 0.112 0.033
C 1.74944 0.91113 -2.79777 -0.126 -0.607 -0.477
H 0.86441 2.15478 2.23467 -0.050 -0.168 0.183
H 2.01433 1.92244 3.54830 -0.129 -0.090 -0.062
H 2.65891 -3.34029 1.06554 -0.032 0.184 0.032
C 1.96673 -0.55896 -4.56216 0.340 0.380 0.479
C -1.57771 1.00020 1.46872 -0.114 -0.303 0.292
O -1.08954 -0.49221 -0.33139 -0.507 -0.301 0.549
H -2.74378 -0.35083 4.36309 0.069 0.186 -0.038
C 2.34536 -2.37319 1.45046 0.188 0.157 0.297
C 1.16506 1.45981 3.03311 0.012 0.510 0.176
C -3.44962 1.48773 3.48082 -0.068 -0.227 -0.470
O 0.23691 1.27979 -0.07438 -1.822 -0.551 0.760
H 3.47466 1.86897 1.19024 0.018 -0.181 0.189
C -3.17135 0.02064 -2.21143 -1.288 -0.008 -2.128
H 2.29555 -0.59542 -1.22875 0.236 0.132 -0.033
N -0.67730 -0.84094 2.81951 -1.312 -0.476 0.688
C -0.73646 0.62765 0.28717 2.181 0.482 -1.165
C -2.34513 2.16361 1.43496 -0.142 -0.227 0.372
```
Forces are in eV/Å.

Orbital gap   4.459 eV
Relative energy (zero: lowest compared OMol25 entry of this formula, charge and spin)   287.9 kJ/mol
Maximum force   0.051 hartree/bohr
Highest occupied orbital energy   -2.3 eV
Total charge   -1

natural (NBO) atomic charge list, values in e, 5 entries:
1 C -0.20
2 H 0.27
3 H 0.26
4 H 0.39
5 H 0.21